[1]
This record from OMol25 describes a molecular structure, C26H41AuN4O6P2S. The level of theory is ωB97M-V/def2-TZVPD.

ORCA input file:
```
! wB97M-V def2-TZVPD RIJCOSX def2/J DEFGRID3
* xyz 2 3
Au 1.188 0.102 1.511
N 3.360 -0.012 5.291
C 2.805 0.008 4.094
S 1.125 0.016 3.897
N 3.773 0.042 3.084
N 3.291 -0.013 1.884
C 4.109 0.068 0.830
C 5.554 0.126 0.958
C 6.227 -0.795 1.775
C 7.604 -0.745 1.877
C 8.316 0.241 1.204
C 7.655 1.171 0.410
C 6.283 1.106 0.267
C 3.431 0.109 -0.478
C 4.141 0.001 -1.664
C 3.459 0.076 -2.874
C 2.090 0.230 -2.863
C 1.428 0.278 -1.638
N 2.078 0.222 -0.487
H 2.796 -0.014 6.127
H 4.366 0.005 5.373
H 5.673 -1.568 2.288
H 8.125 -1.473 2.482
H 9.393 0.284 1.298
H 8.213 1.946 -0.098
H 5.767 1.841 -0.336
H 5.209 -0.154 -1.643
H 4.002 0.003 -3.807
H 1.520 0.289 -3.780
H 0.348 0.354 -1.582
C -5.203 -2.412 1.380
C -4.124 -2.905 0.441
C -4.179 -4.400 0.223
O -2.818 -2.593 1.049
P -1.840 -1.488 0.531
O -0.638 -1.439 1.395
C -2.778 0.049 0.509
P -1.842 1.585 0.410
O -0.591 1.539 1.214
O -1.624 1.771 -1.139
C -1.358 3.079 -1.755
C -0.020 3.635 -1.320
C -1.481 2.860 -3.244
O -2.716 2.763 0.926
C -4.110 3.206 0.718
C -4.738 2.684 -0.558
C -4.895 2.847 1.958
O -1.557 -1.751 -1.002
C -1.076 -3.084 -1.421
C 0.436 -3.106 -1.456
C -1.717 -3.366 -2.758
H -6.183 -2.656 0.973
H -5.157 -1.333 1.525
H -5.101 -2.897 2.351
H -4.182 -2.386 -0.520
H -4.051 -4.922 1.170
H -3.411 -4.736 -0.472
H -5.150 -4.670 -0.192
H -3.310 0.082 1.463
H -3.507 0.017 -0.299
H -2.150 3.748 -1.412
H 0.790 2.977 -1.636
H 0.038 3.764 -0.240
H 0.130 4.605 -1.793
H -0.678 2.214 -3.604
H -1.412 3.813 -3.766
H -2.436 2.396 -3.486
H -3.997 4.288 0.655
H -4.939 1.615 -0.501
H -4.132 2.890 -1.440
H -5.696 3.183 -0.696
H -5.006 1.765 2.055
H -5.893 3.280 1.891
H -4.409 3.234 2.852
H -1.428 -3.797 -0.674
H 0.811 -2.450 -2.242
H 0.772 -4.119 -1.677
H 0.854 -2.804 -0.495
H -1.423 -2.608 -3.485
H -2.804 -3.369 -2.682
H -1.395 -4.340 -3.125
*
```

**Max |F|**: 0.004 Eh/bohr
**⟨S²⟩**: 2.03
**Kohn-Sham gap (alpha / beta)**: 0.26099 / 0.22509 Ha
**E**: -78968.8452 eV
**E_LUMO (alpha / beta)**: -0.241 / -0.311 Ha


[2]
This record from OMol25 describes 5 unconnected molecules or ions with the total composition C26H41BF5O16S2. The level of theory is ωB97M-V/def2-TZVPD.

ORCA input file:
```
! wB97M-V def2-TZVPD RIJCOSX def2/J DEFGRID3
* xyz -1 1
O 1.288 -3.426 2.247
C 1.214 -2.400 1.626
O 0.850 -2.413 0.343
C 1.576 -1.084 2.234
C 0.509 -0.417 3.142
B -1.080 -0.763 2.927
C -1.446 -2.288 3.439
C -1.980 -3.246 2.369
C -1.917 -4.716 2.803
S -1.346 -5.829 1.474
C -1.728 -0.329 1.520
C -0.995 0.259 0.483
C -1.581 0.647 -0.723
C -2.946 0.470 -0.939
C -3.707 -0.103 0.081
C -3.106 -0.486 1.277
S -2.007 0.469 4.178
O -3.333 0.023 4.575
O -1.964 1.828 3.652
C -1.014 0.656 5.773
F 0.034 1.459 5.551
F -0.563 -0.529 6.224
C -1.854 1.290 6.920
F -2.590 0.356 7.511
F -1.045 1.813 7.844
F -2.653 2.251 6.502
H 0.722 -3.352 0.141
H 2.452 -1.312 2.831
H 1.920 -0.402 1.461
H 0.789 -0.674 4.161
H 0.629 0.662 3.047
H -2.152 -2.315 4.270
H -0.526 -2.723 3.833
H -1.516 -3.120 1.396
H -3.033 -3.016 2.220
H -1.308 -4.833 3.692
H -2.910 -5.066 3.064
H -0.250 -6.336 2.046
H 0.062 0.451 0.596
H -0.972 1.092 -1.498
H -3.422 0.783 -1.855
H -4.768 -0.251 -0.051
H -3.725 -0.913 2.052
C -0.215 5.021 -4.184
O 0.278 3.709 -3.913
C 1.294 3.329 -4.678
O 1.807 3.985 -5.552
O 1.649 2.098 -4.323
C 2.749 1.579 -5.069
H -1.032 5.186 -3.488
H 0.561 5.765 -4.018
H -0.586 5.089 -5.205
H 3.638 2.189 -4.921
H 2.501 1.525 -6.127
H 2.940 0.576 -4.699
C 4.245 2.824 -8.144
O 4.734 1.502 -7.885
C 5.763 1.140 -8.646
O 6.289 1.810 -9.496
O 6.116 -0.100 -8.303
C 7.220 -0.621 -9.044
H 3.420 2.995 -7.459
H 5.021 3.564 -7.957
H 3.888 2.909 -9.168
H 8.109 -0.013 -8.889
H 6.982 -0.670 -10.105
H 7.394 -1.624 -8.663
C -8.125 2.271 -3.681
O -7.471 1.990 -4.921
C -6.438 1.154 -4.807
O -6.048 0.651 -3.789
O -5.908 0.975 -6.018
C -4.779 0.098 -6.029
H -8.936 2.955 -3.913
H -8.529 1.359 -3.245
H -7.437 2.742 -2.982
H -5.059 -0.894 -5.679
H -3.977 0.496 -5.410
H -4.449 0.040 -7.062
C 5.692 -2.614 9.106
O 4.642 -1.726 9.486
C 3.649 -1.648 8.590
O 3.602 -2.250 7.551
O 2.742 -0.797 9.053
C 1.608 -0.606 8.193
H 6.422 -2.583 9.910
H 5.316 -3.629 8.993
H 6.157 -2.286 8.178
H 1.072 -1.540 8.044
H 1.918 -0.198 7.235
H 0.961 0.106 8.697
*
```

**Max |F|**: 0.029 Eh/bohr
**Kohn-Sham gap**: 0.27610 Ha
**E**: -96324.5674 eV
**E_LUMO**: 0.069 Ha